1.
This record from OMol25 describes C17H17F3N2O2 in the gas phase. The level of theory is ωB97M-V/def2-TZVPD.

Computed properties:
Spin multiplicity: 1
SMILES string: C[C@]1(O)C[C@@](c2cc(C(F)(F)F)ccn2)([C@H](O)c2ccccn2)C1
Total charge: 0
Kohn-Sham gap: 9.588 eV
LUMO energy: 0.005 hartree
Max |F|: 5.2 eV/A
Energy above the lowest of the compared OMol25 structures with the same formula, charge and spin: 44.1 kcal/mol

Atoms and positions in Å:
F: -4.4086 1.4684 -2.1619
F: -3.5843 1.6204 -4.1642
F: -3.5862 -0.3184 -3.0194
N: 0.6084 1.3942 -1.3411
N: 1.0109 -3.4810 0.4639
O: 0.1625 0.7389 3.8485
O: -0.3105 -1.8365 2.0694
C: 2.0565 -4.2650 0.0507
C: 0.2599 1.9878 -2.5529
C: -0.3846 0.7582 -0.6471
C: 0.8832 -2.2017 0.0817
C: 2.9404 -3.7757 -0.8946
C: 1.8427 -1.6228 -0.8157
C: 2.8540 -2.4713 -1.3186
C: -1.0748 1.9551 -3.0549
C: -1.7257 0.7184 -1.1389
C: -2.0606 1.2843 -2.3896
C: -3.4303 1.0522 -2.9718
C: 0.0951 2.9173 2.8933
C: 1.0485 0.8466 1.5195
C: -0.9992 0.9435 1.8554
C: 0.1269 1.4167 2.6418
C: -0.1591 0.1737 0.7369
C: -0.1932 -1.3910 0.7434
H: 0.3936 -0.1436 3.7438
H: -0.2283 -2.7787 2.0743
H: 2.1957 -5.2804 0.4022
H: 1.0726 2.3665 -3.1434
H: 3.5019 -4.5178 -1.3912
H: 1.8118 -0.6583 -1.2321
H: 3.4782 -2.0193 -2.0281
H: -1.2241 2.4069 -3.9061
H: -2.4641 0.3193 -0.5380
H: 0.0616 3.5748 2.0389
H: 1.0750 3.2706 3.3848
H: -0.6947 3.1944 3.5463
H: 1.9097 0.3329 1.6741
H: 1.3615 1.6825 0.9215
H: -1.4452 1.7861 1.3608
H: -1.6228 0.2145 2.3880
H: -1.1545 -1.6625 0.2702

=====

2.
This record from OMol25 describes a molecular structure, C6H10O. The level of theory is ωB97M-V/def2-TZVPD.

Computed properties:
Spin multiplicity: 1
Total charge: 0
Kohn-Sham gap (spin up / spin down): 8.700 / 8.155 eV
LUMO energy (spin up / spin down): 0.031 / 0.021 hartree
Max |F|: 1.3 eV/A
Energy above the lowest of the compared OMol25 structures with the same formula, charge and spin: 86.4 kcal/mol

Atoms and positions in Å:
C: 1.7610 -0.7185 -0.0180
C: 0.6802 0.3452 0.1836
C: 0.3538 1.0531 -1.1336
C: -1.7853 0.5626 0.9805
O: -2.5611 -0.2060 0.2189
C: -1.5453 -1.0537 -0.1420
C: -0.5853 -0.2924 0.7615
H: 2.0577 -1.1852 0.9291
H: 2.6567 -0.2781 -0.4706
H: 1.3959 -1.5059 -0.6884
H: 1.0495 1.0842 0.9088
H: -0.2794 1.9325 -0.9761
H: 1.2610 1.3912 -1.6399
H: -1.9858 1.6287 1.0406
H: -0.1687 0.3530 -1.7953
H: -1.8014 -2.1118 -0.1229
H: -0.3717 -0.9253 1.6361

=====

3.
This record from OMol25 describes 2 unconnected molecules or ions with the total composition C6H10O. The level of theory is ωB97M-V/def2-TZVPD.

Computed properties:
Spin multiplicity: 1
Total charge: 0
Kohn-Sham gap: 9.140 eV
LUMO energy: 0.037 hartree
Max |F|: 2.6 eV/A
Energy above the lowest of the compared OMol25 structures with the same formula, charge and spin: 86.6 kcal/mol

Atoms and positions in Å:
C: -2.0611 -0.5499 0.2659
C: -0.8443 -0.0180 -0.4699
O: -0.5265 1.3017 0.0555
C: 0.8081 1.5368 -0.0740
C: 1.5096 0.2173 -0.0321
C: 1.0840 -0.7650 1.0299
C: 0.4419 -0.8112 -0.3235
H: -2.8947 0.1540 0.1845
H: -1.8384 -0.7033 1.3264
H: -2.3776 -1.5087 -0.1603
H: -1.0697 0.1084 -1.5401
H: 1.1561 1.9850 -1.5058
H: 1.1898 2.4950 -0.4604
H: 2.5059 0.1703 -0.4474
H: 0.5069 -0.4094 1.8794
H: 1.7950 -1.5533 1.2652
H: 0.6152 -1.6497 -0.9934

=====

4.
This record from OMol25 describes 2 unconnected molecules or ions with the total composition C2H4NO2. The level of theory is ωB97M-V/def2-TZVPD.

Computed properties:
Spin multiplicity: 1
Total charge: +1
Kohn-Sham gap: 12.164 eV
LUMO energy: -0.164 hartree
Max |F|: 3.5 eV/A
Energy above the lowest of the compared OMol25 structures with the same formula, charge and spin: 18.5 kcal/mol

Atoms and positions in Å:
C: -2.2867 -0.2771 0.0296
C: 1.0660 0.8639 0.0912
N: 0.5487 -0.5174 -0.0698
O: -3.3458 -0.5523 -0.0646
O: 0.3879 1.7908 -0.1271
H: 2.1537 1.0430 0.4011
H: 0.7841 -0.8086 -1.0648
H: -0.4760 -0.3270 0.2592
H: 1.1680 -1.2152 0.5451